(1)
Here is a cluster of 2 separate species, C3H8ClN2O in total at a distorted geometry from the OMol25 dataset. Energies are from ωB97M-V/def2-TZVPD.

Structure (XYZ):
```
15
Properties=species:S:1:pos:R:3:mulliken_charge:R:1
C -1.81 -0.55 0.02 0.71
C 2.58 0.31 -0.16 -0.94
C 1.21 0.88 -0.16 0.29
N -2.82 -1.32 0.36 -0.40
N -0.62 -0.87 -0.21 -0.55
O 0.69 1.49 0.81 -0.30
Cl -2.12 1.20 0.07 -0.25
H 2.71 -0.47 -0.97 0.33
H 3.00 1.18 -0.57 0.34
H 3.09 0.04 0.77 0.36
H 0.98 1.20 -1.20 0.33
H -2.68 -2.30 0.15 0.24
H -3.74 -0.98 0.43 0.22
H -0.21 -1.72 0.13 0.23
H -0.24 1.91 0.53 0.40
```

HOMO-LUMO gap   9.889 eV
Multiplicity   1
LUMO energy   -4.29 eV
Largest force on an atom   0.0455 Eh/bohr
Highest occupied orbital energy   -14.18 eV
Total charge   +1
Energy relative to the best compared isomer or geometry (same formula, charge and spin)   1.2879 eV
E_tot   -763.7506 Eh


(2)
Here is a cluster of 2 separate species, C9H14 in total at a distorted geometry from the OMol25 dataset. Energies are from ωB97M-V/def2-TZVPD.

Structure (XYZ):
```
23
Properties=species:S:1:pos:R:3:mulliken_charge:R:1
C 1.07 0.50 2.27 -1.47
C 0.01 -0.40 1.77 0.99
C 0.50 -1.52 0.98 -0.63
C -0.45 -2.27 0.37 -0.44
C -1.82 -1.97 0.44 -0.44
C -2.27 -0.90 1.15 -0.43
C -1.32 -0.18 1.93 -0.48
H 1.20 0.38 3.37 0.33
H 0.84 1.57 2.29 0.35
H 2.00 0.35 1.73 0.35
H 1.54 -1.77 1.07 0.40
H -0.22 -3.11 -0.29 0.33
H -2.55 -2.61 -0.06 0.36
H -3.33 -0.67 1.13 0.42
H -1.62 0.63 2.58 0.37
C 1.54 1.63 -2.55 -0.80
C 0.04 1.46 -2.63 -0.74
H 1.81 0.84 -1.84 0.17
H 2.11 1.35 -3.45 0.28
H 2.01 2.59 -2.34 0.30
H -0.49 2.07 -3.36 0.32
H -0.43 1.63 -1.66 0.22
H -0.19 0.42 -2.89 0.24
```

HOMO-LUMO gap   9.873 eV
Multiplicity   1
SMILES   Cc1ccccc1.CC
LUMO energy   0.98 eV
Largest force on an atom   0.0498 Eh/bohr
Highest occupied orbital energy   -8.89 eV
Energy relative to the best compared isomer or geometry (same formula, charge and spin)   0.7696 eV
E_tot   -351.3019 Eh


(3)
Here is a structure of composition C36H37NP2SeSn at a distorted geometry from the OMol25 dataset. Energies are from ωB97M-V/def2-TZVPD.

Structure (XYZ):
```
78
Properties=species:S:1:pos:R:3:mulliken_charge:R:1
Sn 0.41 2.40 2.32 1.06
C 2.69 0.56 6.53 -0.72
C 2.70 -0.10 5.37 -0.32
C 1.81 -1.22 4.93 -1.08
C 0.45 -0.79 4.38 1.14
C -0.48 -0.16 5.38 -0.63
C -0.34 -0.09 6.71 -0.46
C 0.70 -0.69 7.60 -0.99
C 2.00 0.14 7.78 -0.60
C -1.12 3.63 3.32 -1.31
H 3.34 1.45 6.62 0.88
H 3.43 0.22 4.60 0.34
H 1.65 -1.99 5.70 0.40
H 2.34 -1.71 4.10 0.47
H 0.59 -0.07 3.55 -1.20
H -0.03 -1.68 3.94 0.41
H -1.35 0.32 4.92 0.53
H -1.12 0.43 7.28 0.39
H 0.97 -1.73 7.36 0.40
H 0.27 -0.74 8.60 0.40
H 1.76 1.05 8.35 0.21
H 2.68 -0.48 8.38 0.32
H -0.67 4.34 4.02 0.32
H -1.88 3.01 3.83 0.35
H -1.54 4.11 2.42 0.41
P 1.11 0.20 -3.28 0.22
P -2.05 0.07 -3.10 0.31
C 0.29 -1.42 -3.15 -0.54
C -1.07 -1.47 -3.15 -0.72
C 2.30 -0.11 -4.65 0.44
C 2.69 -1.40 -5.05 0.06
C 3.56 -1.56 -6.14 -0.67
C 4.02 -0.44 -6.85 -0.49
C 3.61 0.84 -6.46 -0.58
C 2.75 1.01 -5.37 -0.33
C 2.14 0.15 -1.76 0.67
C 1.45 0.35 -0.55 -0.76
C 2.13 0.29 0.65 1.26
C 3.52 0.13 0.68 -0.86
C 4.21 -0.09 -0.51 -0.72
C 3.52 -0.08 -1.73 -0.53
C -3.28 -0.38 -4.43 0.48
C -2.78 -0.45 -5.75 -0.33
C -3.64 -0.77 -6.80 -0.67
C -5.00 -1.02 -6.56 -0.45
C -5.49 -0.96 -5.25 -0.62
C -4.63 -0.64 -4.19 -0.33
C -3.04 -0.17 -1.58 0.48
C -3.69 0.96 -1.05 -0.45
C -4.48 0.85 0.09 -0.72
C -4.62 -0.39 0.73 -0.50
C -3.95 -1.52 0.22 -0.77
C -3.14 -1.40 -0.91 0.04
H 0.92 -2.30 -3.05 0.64
H -1.64 -2.40 -3.22 0.82
H 2.33 -2.28 -4.53 0.20
H 3.86 -2.57 -6.44 0.41
H 4.69 -0.58 -7.71 0.39
H 3.96 1.71 -7.02 0.40
H 2.42 2.01 -5.08 0.40
H 0.37 0.55 -0.57 0.23
H 1.59 0.37 1.62 -0.50
H 4.04 0.20 1.64 0.39
H 5.28 -0.28 -0.49 0.40
H 4.06 -0.27 -2.66 0.38
H -1.73 -0.27 -5.94 0.38
H -3.26 -0.81 -7.82 0.38
H -5.68 -1.26 -7.39 0.39
H -6.54 -1.17 -5.05 0.39
H -5.03 -0.59 -3.17 0.31
H -3.58 1.92 -1.54 0.43
H -5.00 1.72 0.48 0.46
H -5.24 -0.49 1.61 0.44
H -4.06 -2.49 0.72 0.43
H -2.60 -2.27 -1.28 0.37
Se 1.43 3.92 6.45 0.32
C 1.75 3.57 4.75 0.41
N 1.97 3.34 3.58 -0.52
```

HOMO-LUMO gap (alpha / beta)   4.281 / 4.946 eV
Multiplicity   1
LUMO energy (alpha / beta)   -9.05 / -8.33 eV
Largest force on an atom   0.0823 Eh/bohr
Highest occupied orbital energy (alpha / beta)   -13.33 / -13.27 eV
Total charge   +2
E_tot   -4746.4415 Eh


(4)
Here is a structure of composition C30H39GeN6NiO3 at a distorted geometry from the OMol25 dataset. Energies are from ωB97M-V/def2-TZVPD.

Structure (XYZ):
```
80
Properties=species:S:1:pos:R:3:mulliken_spin:R:1
Ni -0.75 0.82 0.60 -0.08
C -0.93 -0.94 4.65 0.00
C -1.31 -0.24 3.52 0.00
N -0.44 0.03 2.56 0.01
C 0.81 -0.41 2.71 -0.01
C 1.17 -1.14 3.83 0.00
N 0.30 -1.41 4.80 0.00
C 1.72 0.05 1.67 0.01
C 3.04 -0.30 1.50 0.00
C 3.80 0.36 0.53 0.00
C 3.22 1.44 -0.14 0.00
C 1.89 1.73 0.08 0.01
N 1.14 0.98 0.90 0.01
C 1.13 2.83 -0.53 -0.01
C 1.70 3.89 -1.20 0.00
N 0.96 4.84 -1.76 0.00
C -0.36 4.72 -1.64 0.00
C -0.94 3.67 -0.93 0.00
N -0.19 2.74 -0.36 0.01
C 5.18 -0.08 0.22 0.00
C 5.61 -0.13 -1.10 0.00
C 6.90 -0.56 -1.36 0.00
N 7.76 -0.92 -0.40 0.00
C 7.34 -0.85 0.86 0.00
C 6.06 -0.45 1.22 0.00
H -1.64 -1.14 5.45 0.00
H -2.32 0.11 3.38 0.00
H 2.18 -1.51 3.96 0.00
H 3.48 -1.09 2.10 0.00
H 3.81 2.05 -0.81 0.00
H 2.78 3.99 -1.30 0.00
H -0.98 5.48 -2.11 0.00
H -2.01 3.59 -0.84 0.00
H 4.94 0.13 -1.92 0.00
H 7.26 -0.63 -2.38 0.00
H 8.06 -1.14 1.62 0.00
H 5.78 -0.40 2.27 0.00
C 0.28 -3.33 0.54 0.03
C -1.21 -3.00 0.54 0.01
C -1.89 -3.74 -0.61 0.09
C -1.86 -3.40 1.86 0.00
O -1.34 -1.56 0.37 0.17
Ge -2.35 -0.76 -0.86 0.72
O -0.95 0.20 -1.54 0.07
C -0.57 0.02 -2.94 0.04
C -0.15 -1.42 -3.18 -0.02
C -1.75 0.39 -3.82 0.00
C 0.60 0.95 -3.21 0.00
O -2.66 0.64 0.30 -0.08
C -4.00 1.19 0.60 -0.02
C -4.10 2.60 0.08 0.01
C -4.21 1.17 2.10 0.01
C -5.02 0.29 -0.08 0.08
H 0.42 -4.41 0.55 0.00
H 0.78 -2.91 1.41 0.00
H 0.75 -2.93 -0.36 -0.01
H -1.75 -4.82 -0.53 0.00
H -1.48 -3.42 -1.57 -0.01
H -2.98 -3.55 -0.59 -0.01
H -1.93 -4.49 1.93 0.00
H -2.86 -2.98 1.92 0.00
H -1.27 -3.05 2.71 0.00
H -1.00 -2.09 -3.06 0.01
H 0.64 -1.72 -2.48 0.00
H 0.22 -1.55 -4.20 0.00
H -2.57 -0.33 -3.69 0.00
H -1.47 0.38 -4.88 0.00
H -2.11 1.38 -3.57 0.00
H 1.43 0.74 -2.53 0.00
H 0.30 2.00 -3.11 0.00
H 0.95 0.80 -4.23 0.00
H -3.42 3.26 0.62 0.00
H -5.11 2.98 0.22 0.00
H -3.87 2.63 -0.99 0.00
H -3.44 1.76 2.60 0.00
H -4.19 0.14 2.48 0.00
H -5.18 1.60 2.34 0.00
H -4.89 0.33 -1.17 -0.02
H -6.03 0.62 0.14 0.00
H -4.92 -0.74 0.26 -0.01
```

HOMO-LUMO gap (alpha / beta)   7.226 / 5.715 eV
Expectation value of S²   0.7566
Multiplicity   2
LUMO energy (alpha / beta)   -7.03 / -8.54 eV
Largest force on an atom   0.0602 Eh/bohr
Highest occupied orbital energy (alpha / beta)   -14.25 / -14.25 eV
Total charge   +2
E_tot   -5305.5613 Eh


- Among the records above, which one has the highest E_tot?
  C9H14


- Which of these has the highest multiplicity?
  C30H39GeN6NiO3


- Which of these has the highest largest force on an atom?
  C36H37NP2SeSn